# 1
Density functional theory data (ωB97M-V with the def2-TZVPD basis set) for C18H54Cu2O22S as an isolated structure.

Each line ends with the Mulliken spin population.
Geometry (Å):
Cu (-8.214, 6.921, -7.405)  0.8497
Cu (-6.068, 11.909, -6.823)  0.0057
S (-5.956, 8.323, -6.758)  -0.0005
O (-5.909, 9.746, -6.984)  0.0090
O (-4.767, 7.739, -6.110)  0.0191
O (-7.183, 8.100, -5.985)  0.0739
O (-6.293, 7.644, -7.988)  0.0294
C (-4.524, 9.746, -2.279)  0.1427
C (-4.740, 8.395, -2.965)  0.0749
O (-3.842, 8.176, -3.982)  0.6051
O (-5.471, 10.078, -1.306)  0.1084
H (-4.490, 10.630, -2.916)  -0.0016
H (-3.491, 9.832, -1.940)  -0.0098
H (-5.776, 8.185, -3.231)  -0.0275
H (-4.422, 7.684, -2.203)  0.1189
H (-4.304, 7.957, -4.795)  -0.0323
H (-6.286, 10.371, -1.720)  -0.0032
C (-4.133, 3.613, -7.277)  -0.0001
C (-4.069, 2.296, -6.401)  0.0001
O (-4.420, 1.110, -7.030)  0.0000
O (-4.206, 4.681, -6.384)  -0.0008
H (-5.025, 3.510, -7.894)  0.0001
H (-3.251, 3.572, -7.916)  0.0000
H (-4.846, 2.482, -5.660)  0.0000
H (-3.070, 2.148, -5.990)  0.0000
H (-4.515, 1.267, -7.973)  0.0000
H (-3.578, 5.379, -6.584)  0.0007
C (-9.062, 4.151, -6.435)  -0.0027
C (-7.550, 3.973, -6.359)  -0.0002
O (-7.017, 5.240, -6.661)  0.0114
O (-9.519, 4.861, -7.576)  0.0007
H (-9.292, 4.904, -5.681)  0.0015
H (-9.513, 3.211, -6.117)  0.0003
H (-7.284, 3.044, -6.862)  0.0003
H (-7.370, 3.799, -5.298)  -0.0002
H (-6.059, 5.229, -6.597)  -0.0004
H (-9.593, 4.259, -8.321)  -0.0001
C (-10.740, 8.588, -8.020)  -0.0018
C (-10.759, 8.516, -6.465)  -0.0007
O (-10.136, 7.344, -6.031)  0.0058
O (-9.391, 8.450, -8.484)  0.0094
H (-11.190, 9.500, -8.412)  0.0004
H (-11.420, 7.816, -8.378)  0.0002
H (-11.813, 8.531, -6.188)  0.0007
H (-10.427, 9.521, -6.203)  0.0003
H (-9.801, 7.517, -5.148)  0.0004
H (-8.974, 9.307, -8.597)  -0.0011
C (-3.417, 12.001, -7.578)  0.0006
C (-3.939, 12.663, -8.879)  0.0000
O (-5.279, 12.758, -8.837)  0.0001
O (-3.888, 12.707, -6.463)  0.0001
H (-2.339, 12.095, -7.713)  0.0001
H (-3.436, 10.932, -7.363)  -0.0006
H (-3.674, 12.224, -9.841)  0.0000
H (-3.616, 13.702, -8.817)  0.0000
H (-5.449, 13.435, -9.496)  0.0000
H (-3.216, 12.695, -5.777)  -0.0001
C (-1.693, 7.874, -7.439)  -0.0009
C (-2.082, 8.177, -8.837)  0.0007
O (-3.349, 8.740, -8.830)  0.0004
O (-2.494, 6.803, -6.954)  0.0010
H (-1.609, 8.756, -6.804)  -0.0003
H (-0.664, 7.551, -7.596)  0.0000
H (-2.149, 7.274, -9.443)  0.0001
H (-1.523, 8.927, -9.396)  -0.0001
H (-3.936, 8.085, -8.446)  0.0013
H (-3.242, 7.222, -6.523)  0.0014
C (-8.818, 7.649, -2.685)  -0.0004
C (-9.197, 9.057, -3.300)  -0.0002
O (-8.008, 9.431, -3.975)  0.0077
O (-8.737, 6.649, -3.676)  -0.0006
H (-9.642, 7.297, -2.063)  0.0000
H (-7.913, 7.617, -2.078)  0.0011
H (-9.435, 9.803, -2.541)  0.0003
H (-10.125, 8.887, -3.845)  0.0000
H (-7.735, 8.855, -4.693)  -0.0088
H (-8.498, 5.798, -3.301)  -0.0001
C (-7.197, 13.860, -4.505)  0.0000
C (-6.699, 12.556, -3.838)  0.0005
O (-6.561, 11.515, -4.788)  -0.0004
O (-6.525, 13.926, -5.749)  0.0000
H (-6.940, 14.708, -3.871)  0.0000
H (-8.264, 13.932, -4.717)  0.0000
H (-7.222, 12.329, -2.909)  -0.0001
H (-5.668, 12.760, -3.549)  -0.0002
H (-7.388, 11.037, -4.700)  0.0004
H (-6.438, 14.860, -5.950)  0.0000
C (-7.393, 5.282, -10.230)  -0.0008
C (-6.123, 5.964, -10.845)  0.0007
O (-5.217, 6.610, -10.014)  0.0007
O (-8.267, 6.250, -9.635)  0.0143
H (-7.072, 4.768, -9.324)  -0.0002
H (-7.670, 4.595, -11.029)  0.0007
H (-6.378, 6.636, -11.664)  0.0001
H (-5.581, 5.162, -11.347)  0.0005
H (-5.751, 6.951, -9.293)  -0.0048
H (-8.771, 6.639, -10.354)  -0.0001

As for the spin multiplicity: 3. The net charge is +2. The calculation puts the HOMO energy (alpha / beta) at -13.25 / -13.20 eV. Its orbital gap (alpha / beta) is 8.8 / 3.0 eV.



# 2
Density functional theory data (ωB97M-V with the def2-TZVPD basis set) for a 9-piece molecular cluster, C18H54O16 overall.

Each line ends with the Löwdin charge.
Geometry (Å):
C (-1.442, 1.115, 4.539)  -0.2258
C (-2.001, -0.157, 5.059)  -0.2450
O (-1.639, -1.365, 4.395)  -0.0929
O (-2.128, 1.466, 3.339)  -0.0609
H (-0.355, 1.004, 4.364)  0.1182
H (-1.642, 1.849, 5.330)  0.1244
H (-3.151, -0.279, 5.040)  0.1512
H (-1.684, -0.372, 6.051)  0.1055
H (-2.005, -1.436, 3.492)  0.0691
H (-1.701, 2.245, 2.984)  0.0670
C (4.240, -2.751, -0.090)  -0.2657
C (4.532, -2.039, -1.408)  -0.2151
O (3.358, -1.219, -1.623)  -0.1078
O (3.890, -1.747, 0.820)  -0.0757
H (5.158, -3.273, 0.175)  0.1160
H (3.405, -3.534, -0.308)  0.1388
H (4.554, -2.857, -2.150)  0.1243
H (5.417, -1.469, -1.344)  0.1100
H (3.595, -0.571, -2.337)  0.0641
H (3.364, -1.153, 0.270)  0.0591
C (-1.505, 3.712, -1.450)  -0.1803
C (-1.210, 4.535, -0.269)  -0.2764
O (-1.422, 3.837, 0.916)  -0.0732
O (-0.571, 2.557, -1.615)  -0.1228
H (-1.271, 4.269, -2.382)  0.1334
H (-2.483, 3.251, -1.498)  0.1070
H (-1.872, 5.428, -0.322)  0.1412
H (-0.180, 4.796, -0.349)  0.1071
H (-0.964, 2.946, 0.912)  0.0648
H (-0.509, 2.037, -0.806)  0.0220
C (2.245, 1.878, -2.899)  -0.2421
C (3.729, 2.038, -3.043)  -0.1935
O (4.167, 0.757, -3.552)  -0.0897
O (1.745, 1.369, -4.152)  -0.0364
H (1.953, 2.934, -2.732)  0.1270
H (1.953, 1.329, -2.020)  0.0896
H (4.259, 2.306, -2.147)  0.1187
H (4.039, 2.762, -3.834)  0.1339
H (3.576, 0.685, -4.292)  0.0643
H (0.833, 1.256, -3.942)  0.0327
C (-3.491, -0.249, 1.194)  -0.1427
C (-3.771, 0.879, 0.252)  -0.2414
O (-2.954, 0.700, -0.872)  -0.0632
O (-2.002, -0.532, 1.347)  -0.1509
H (-3.883, -1.230, 0.865)  0.1281
H (-3.832, -0.030, 2.243)  0.1188
H (-3.511, 1.851, 0.711)  0.1187
H (-4.872, 0.909, 0.132)  0.1386
H (-3.505, 0.487, -1.635)  0.0653
H (-1.778, -1.403, 0.913)  0.0705
C (-0.525, -3.451, -0.934)  -0.1879
C (-1.884, -3.651, -1.528)  -0.2254
O (-2.478, -2.413, -1.885)  -0.1038
O (-0.638, -2.845, 0.400)  -0.0926
H (0.093, -2.741, -1.488)  0.1299
H (-0.142, -4.489, -0.817)  0.1341
H (-2.542, -4.179, -0.770)  0.1447
H (-1.784, -4.284, -2.427)  0.1302
H (-1.830, -1.691, -1.593)  0.1080
H (0.254, -2.777, 0.758)  0.0666
C (-2.952, -0.191, -4.273)  -0.2224
C (-1.694, 0.620, -3.812)  -0.2178
O (-0.742, -0.060, -2.989)  -0.0765
O (-3.837, -0.624, -3.260)  -0.0904
H (-2.609, -0.921, -4.990)  0.1101
H (-3.563, 0.457, -4.922)  0.1214
H (-2.004, 1.472, -3.263)  0.0809
H (-1.313, 1.017, -4.763)  0.1194
H (-0.427, 0.511, -2.251)  0.0738
H (-3.483, -1.479, -2.889)  0.0633
C (1.321, -2.891, 3.226)  -0.0908
C (1.985, -2.233, 4.406)  -0.3111
O (2.730, -1.087, 4.001)  -0.0860
H (0.616, -2.220, 2.833)  0.0373
H (0.744, -3.745, 3.558)  0.0866
H (2.116, -3.220, 2.588)  0.0653
H (2.620, -2.890, 4.997)  0.1079
H (1.116, -1.866, 5.029)  0.1193
H (3.338, -1.427, 3.331)  0.0610
C (2.006, 2.045, 0.939)  -0.0501
C (0.950, 1.217, 1.705)  -0.2554
O (-0.157, 1.273, 0.824)  -0.1398
H (1.696, 3.091, 0.765)  0.0777
H (2.132, 1.570, -0.011)  0.0394
H (2.931, 2.166, 1.550)  0.0928
H (0.671, 1.562, 2.706)  0.0968
H (1.439, 0.258, 1.908)  0.1032
H (-0.829, 0.594, 1.071)  0.0523

The net charge is 0. The calculation puts the HOMO energy at -9.96 eV. Its orbital gap is 10.6 eV.



Record-wise maximum force values, in eV/Å: 4.25, 3.60
Record-wise energy above the lowest of the compared OMol25 structures with the same formula, charge and spin values, in kcal/mol: 75.3, 0.0